7 unconnected molecules or ions with the total composition C36H40IN6O8PS3 at a distorted geometry, computed with ωB97M-V with the def2-TZVPD basis set.

Geometry as XYZ:
```
95
Properties=species:S:1:pos:R:3
O 7.365 1.220 1.490
C 6.263 1.825 0.965
O 6.326 2.106 -0.501
C 4.912 2.177 1.884
C 3.665 1.159 1.574
C 2.276 1.491 2.379
C 1.406 0.120 2.173
S -0.034 0.254 0.984
O -1.334 0.056 1.860
O -0.096 -0.869 -0.093
O 2.719 1.356 3.804
S 2.752 2.889 4.562
O 1.871 3.086 5.819
O 4.189 3.323 5.042
O 2.433 3.800 3.145
C 1.568 2.962 2.250
I -0.409 3.305 3.172
P 1.707 3.886 0.540
S 1.341 5.821 0.728
H 7.174 2.616 -0.675
H 4.622 3.301 1.704
H 5.277 2.055 3.013
H 4.041 0.070 1.888
H 3.459 1.158 0.422
H 0.995 -0.182 3.247
H 2.051 -0.817 1.813
H -0.169 1.564 0.426
H 3.044 3.680 -0.028
H 0.752 3.356 -0.417
N 0.074 -5.458 -0.650
C -0.206 -4.160 -0.403
C -1.316 -3.501 -0.906
C -2.193 -4.214 -1.716
C -1.932 -5.552 -1.990
C -0.797 -6.125 -1.438
H 0.511 -3.645 0.232
H -1.492 -2.457 -0.673
H -3.074 -3.731 -2.130
H -2.596 -6.136 -2.619
H -0.552 -7.168 -1.620
N -4.136 -9.447 -1.395
C -5.269 -10.116 -1.090
C -6.359 -9.537 -0.459
C -6.282 -8.191 -0.115
C -5.127 -7.477 -0.415
C -4.091 -8.142 -1.051
H -5.279 -11.164 -1.375
H -7.245 -10.121 -0.240
H -7.115 -7.704 0.382
H -5.036 -6.427 -0.160
H -3.170 -7.627 -1.310
N 4.239 6.091 -1.552
C 3.028 6.170 -2.146
C 2.737 7.033 -3.190
C 3.746 7.871 -3.653
C 5.003 7.814 -3.061
C 5.200 6.915 -2.025
H 2.273 5.499 -1.747
H 1.747 7.053 -3.631
H 3.555 8.562 -4.469
H 5.811 8.453 -3.398
H 6.164 6.830 -1.532
N 5.119 10.504 2.386
C 4.947 9.942 3.602
C 4.719 8.589 3.801
C 4.661 7.761 2.685
C 4.832 8.311 1.419
C 5.059 9.675 1.322
H 4.998 10.630 4.441
H 4.591 8.192 4.801
H 4.483 6.696 2.801
H 4.791 7.693 0.530
H 5.202 10.150 0.356
N -0.306 -3.687 -5.727
C -0.267 -2.863 -6.797
C -0.967 -1.670 -6.878
C -1.761 -1.299 -5.797
C -1.824 -2.127 -4.682
C -1.084 -3.299 -4.693
H 0.364 -3.198 -7.615
H -0.897 -1.046 -7.761
H -2.326 -0.372 -5.825
H -2.433 -1.866 -3.824
H -1.097 -3.977 -3.844
N -7.710 -6.691 2.285
C -7.342 -5.423 1.997
C -7.858 -4.307 2.637
C -8.812 -4.500 3.631
C -9.212 -5.794 3.948
C -8.636 -6.847 3.255
H -6.597 -5.324 1.213
H -7.524 -3.312 2.367
H -9.240 -3.650 4.154
H -9.954 -5.978 4.717
H -8.913 -7.875 3.469
```

Its highest occupied orbital energy is -9.45 eV. The orbital gap comes out at 7.859 eV. The calculation puts the total energy at -4159.48261 Ha. Its SMILES is O=C(O)CC[C@@]1(C[SH](=O)=O)OS(=O)(=O)O[C@@]1(I)[PH2]=S.c1ccncc1.c1ccncc1.c1ccncc1.c1ccncc1.c1ccncc1.c1ccncc1.